{"formula": "C3H11NO3S", "method": "ωB97M-V/def2-TZVPD", "elements": ["N", "C", "C", "O", "C", "S", "H", "H", "H", "H", "H", "H", "H", "O", "H", "H", "O", "H", "H"], "coordinates": [[0.622848, -2.354328, 0.801209], [0.125065, -1.700138, -0.392409], [1.257679, -1.700531, -1.493519], [1.017067, -1.738243, -2.659502], [-0.108833, -0.229289, -0.070377], [-1.855335, 0.231259, 0.172139], [1.400442, -1.895165, 1.275660], [0.542944, -3.277059, 0.902656], [-0.736035, -2.303996, -1.029282], [2.170028, -1.536484, -1.042252], [0.610985, 0.115566, 0.647205], [0.244217, 0.309367, -1.051890], [-2.171209, -0.676529, 0.959067], [-0.139881, 3.230777, -0.544427], [-0.876416, 3.622493, -0.965015], [-0.241157, 2.332578, -1.139591], [-0.329645, 2.712478, 2.086058], [-0.730821, 2.882072, 1.197158], [-0.801948, 1.975176, 2.347105]], "forces_ev_per_a": [[-0.281, 4.296, -0.189], [0.269, -1.925, -2.053], [-3.775, 0.318, 0.549], [0.395, -0.290, -0.740], [-0.077, 0.551, -3.243], [1.206, 2.544, -1.974], [-0.488, -0.436, -0.341], [-0.150, -4.175, 0.337], [1.649, 1.679, 2.328], [3.054, 0.181, 0.685], [-0.099, 0.185, 0.839], [-1.046, -0.511, 1.667], [-0.688, -2.501, 2.155], [0.297, -4.364, -2.448], [-1.447, 1.693, -0.494], [1.014, 2.889, 2.460], [0.681, 2.251, -1.596], [0.946, 0.056, 0.840], [-1.459, -2.442, 1.218]], "e_tot_ev": -21754.87219, "spin_multiplicity": 1, "largest_force_ev_per_a": 5.012, "homo_lumo_gap_ev": 9.427, "e_above_lowest_kj_mol": 296.4, "smiles": "N[C@H](C=O)CS.O.O", "e_homo_ev": -9.1}

{"formula": "C4H11NO2", "method": "ωB97M-V/def2-TZVPD", "elements": ["C", "C", "C", "C", "N", "H", "H", "H", "H", "H", "H", "H", "O", "H", "H", "O", "H", "H"], "coordinates": [[1.924777, 1.706125, 0.544820], [0.981218, 0.902527, 1.025835], [-0.471683, 1.184065, 0.894674], [-1.087590, 1.989757, 1.752316], [-1.087433, 0.682389, -0.273018], [2.960028, 1.507166, 0.770799], [1.590414, 2.595402, 0.038313], [1.221686, -0.084160, 1.417479], [-0.555735, 2.444779, 2.581711], [-2.132532, 2.281714, 1.703424], [-2.032553, 0.351023, -0.092308], [-0.547725, -0.071211, -0.677806], [-1.240001, -2.793839, -2.104231], [-1.658839, -2.730124, -1.229612], [-1.711568, -3.536008, -2.507626], [1.268004, -1.996497, -0.778687], [1.528566, -1.154635, -1.168263], [0.637403, -2.372665, -1.409106]], "forces_ev_per_a": [[-0.702, -0.295, 0.711], [-0.015, -0.517, -0.473], [0.026, 0.619, -0.496], [-0.192, 0.452, 0.677], [-0.131, -0.617, 0.452], [0.213, 0.039, -0.438], [0.361, 0.396, -0.031], [0.149, 0.180, 0.274], [0.129, -0.267, -0.136], [0.029, -0.261, -0.326], [0.161, 0.256, -0.187], [-0.038, -0.035, -0.031], [-0.479, -0.241, 0.438], [0.254, 0.093, -0.284], [0.251, 0.164, -0.101], [-0.150, 0.142, -0.073], [0.116, -0.043, 0.044], [0.017, -0.065, -0.021]], "e_tot_ev": -9910.25727, "spin_multiplicity": 1, "largest_force_ev_per_a": 1.042, "homo_lumo_gap_ev": 8.786, "e_above_lowest_kj_mol": 191.5, "smiles": "C=CC(=C)N.O.O", "e_homo_ev": -8.4}

{"formula": "C5H6O", "method": "ωB97M-V/def2-TZVPD", "elements": ["C", "C", "C", "C", "C", "O", "H", "H", "H", "H", "H", "H"], "coordinates": [[-0.803255, 1.514038, -0.640974], [0.070140, 1.173625, 0.302344], [0.727210, -0.151900, 0.458536], [0.431317, -1.357091, -0.489882], [-0.182759, -1.266642, 0.834340], [-0.990225, -1.685685, 1.612564], [-1.320202, 2.467555, -0.595330], [-1.048625, 0.863157, -1.477038], [0.280551, 1.877468, 1.106676], [1.739179, -0.138063, 0.861712], [-0.162482, -1.239223, -1.393728], [1.259154, -2.057239, -0.579220]], "forces_ev_per_a": [[0.102, -0.045, 0.068], [-0.162, 0.044, -0.076], [0.026, 0.139, 0.115], [-0.058, -0.158, -0.129], [-0.259, -0.165, 0.257], [0.489, 0.218, -0.366], [0.158, -0.090, -0.079], [0.016, 0.040, 0.164], [-0.051, -0.110, -0.094], [-0.213, -0.044, 0.013], [0.044, 0.038, 0.169], [-0.093, 0.132, -0.041]], "e_tot_ev": -7327.23631, "spin_multiplicity": 1, "largest_force_ev_per_a": 0.648, "homo_lumo_gap_ev": 9.872, "e_above_lowest_kj_mol": 197.6, "smiles": "C=C[C@@H]1CC1=O", "e_homo_ev": -9.0}

{"formula": "C14H14KO8", "method": "ωB97M-V/def2-TZVPD", "elements": ["K", "C", "C", "C", "O", "C", "C", "C", "O", "O", "O", "H", "H", "O", "C", "O", "C", "C", "C", "H", "H", "H", "H", "H", "H", "O", "C", "O", "C", "C", "C", "H", "H", "H", "H", "H", "H"], "coordinates": [[25.891663, 25.373771, -21.960138], [28.624633, 24.973780, -25.687847], [27.798324, 24.844433, -24.523119], [26.433642, 24.048546, -24.724820], [25.601935, 23.821509, -23.776370], [26.034531, 23.541531, -25.973432], [26.929834, 23.572090, -27.053068], [28.241054, 24.368847, -26.892960], [29.038588, 24.473045, -27.860224], [26.651570, 23.027037, -28.136255], [28.116118, 25.335498, -23.413725], [29.520205, 25.562784, -25.578821], [25.100865, 23.008160, -26.050133], [23.283651, 26.030845, -23.176545], [23.228514, 26.611707, -24.224566], [22.733183, 27.877374, -24.240217], [22.700450, 28.432536, -25.552957], [23.740097, 27.588881, -26.349798], [23.605401, 26.234156, -25.630971], [23.025441, 29.470000, -25.500756], [21.697358, 28.378565, -25.971077], [24.779176, 27.902164, -26.288046], [23.433497, 27.546980, -27.392800], [24.599338, 25.819097, -25.400673], [23.097081, 25.526169, -26.275811], [25.180651, 25.655580, -19.215224], [24.733004, 25.438609, -18.115341], [25.216865, 24.484983, -17.333371], [24.409020, 24.412522, -16.109030], [23.090990, 25.056248, -16.509389], [23.560283, 26.139993, -17.506168], [24.939047, 24.990752, -15.348199], [24.390723, 23.368501, -15.811377], [22.704116, 25.545848, -15.613223], [22.448446, 24.253177, -16.862068], [23.866533, 27.019749, -16.940728], [22.737781, 26.399363, -18.163620]], "forces_ev_per_a": [[0.059, 0.219, 0.295], [-2.439, -0.374, 2.584], [0.685, -0.175, -1.957], [-1.446, -1.070, -0.266], [1.132, 0.763, 0.492], [1.589, 0.972, 0.840], [-0.822, -0.305, -1.337], [2.397, 0.360, -1.672], [-1.264, -0.464, 0.174], [0.654, 0.315, 0.246], [-0.856, -0.034, 0.783], [0.217, -0.078, -0.264], [-0.066, -0.096, 0.029], [0.433, -0.142, -0.194], [-1.889, 0.079, -0.177], [-0.197, 0.605, 0.336], [1.622, -0.074, -0.392], [-1.133, -0.376, 0.279], [2.220, 0.262, 0.049], [-0.246, 0.094, 0.184], [-0.081, -0.143, 0.007], [-0.166, 0.560, 0.093], [0.226, -0.121, -0.066], [-0.110, -0.394, -0.816], [-0.549, -0.381, 0.847], [0.151, -0.073, 0.314], [0.171, 0.732, -2.006], [-0.201, -0.371, 0.932], [0.874, 0.272, -0.567], [0.654, 0.335, 1.386], [-1.102, -1.211, 1.078], [-0.034, -0.042, 0.022], [-0.189, -0.004, -0.045], [-0.560, -0.336, -0.133], [-0.358, 0.490, -0.415], [0.165, 0.051, -0.137], [0.457, 0.154, -0.529]], "e_tot_ev": -47451.57181, "spin_multiplicity": 1, "largest_force_ev_per_a": 3.573, "homo_lumo_gap_ev": 4.551, "total_charge": -1, "e_homo_ev": -2.9}

{"formula": "C13H13ClSi", "method": "ωB97M-V/def2-TZVPD", "elements": ["C", "C", "Si", "Cl", "C", "C", "C", "C", "C", "C", "C", "C", "C", "C", "C", "H", "H", "H", "H", "H", "H", "H", "H", "H", "H", "H", "H", "H"], "coordinates": [[1.540385, -2.107460, -1.529880], [2.214687, -1.345521, -0.676498], [1.524554, -0.421986, 0.826420], [2.563742, -0.948100, 2.471573], [-0.240370, -0.812227, 0.712267], [-0.899600, -0.624112, -0.515389], [-2.307564, -0.597550, -0.450561], [-2.931125, -0.837061, 0.786785], [-2.261775, -1.115135, 1.937661], [-0.873094, -1.164222, 1.898071], [1.542304, 1.430677, 0.388027], [0.289144, 2.312761, 0.719849], [-0.381136, 2.511715, -0.392659], [0.250371, 1.880590, -1.494021], [1.459625, 1.466720, -1.157069], [1.897942, -2.322228, -2.546542], [0.505696, -2.363629, -1.390480], [3.037546, -0.775965, -1.005804], [-0.301723, -0.576257, -1.438672], [-2.754642, -0.458869, -1.472729], [-3.984229, -0.952571, 0.882984], [-2.779450, -1.416472, 2.828391], [-0.350632, -1.330772, 2.838094], [2.385866, 1.899233, 0.766958], [-0.014087, 2.706844, 1.696760], [-1.309439, 2.946369, -0.476381], [-0.113660, 2.019159, -2.515572], [2.290674, 0.996074, -1.691581]], "forces_ev_per_a": [[0.322, 0.327, -0.807], [-0.941, 0.855, 0.751], [-0.371, -0.418, -2.332], [0.169, 0.022, 0.725], [0.568, -0.709, 0.919], [-1.173, -0.319, 1.169], [1.306, -0.229, -1.347], [-0.793, 0.037, -1.324], [1.257, -0.756, 0.168], [-0.967, 1.033, 0.070], [-2.230, 1.109, -1.184], [1.419, -1.155, 1.624], [-0.072, -0.763, 0.158], [0.399, 1.270, -2.509], [1.618, -1.610, 1.807], [0.156, 0.016, 0.475], [0.002, -0.722, 0.521], [1.761, -0.331, -0.749], [-0.870, 0.369, 0.638], [-0.421, -0.168, 1.561], [-0.889, 0.341, -0.476], [-0.319, 0.112, 0.242], [0.268, -0.050, -0.337], [1.991, 0.887, 0.706], [0.364, -0.449, -0.324], [-1.869, 1.218, -0.048], [0.101, -0.360, 0.258], [-0.784, 0.444, -0.356]], "e_tot_ev": -34090.67974, "spin_multiplicity": 1, "largest_force_ev_per_a": 2.911, "homo_lumo_gap_ev": 9.280, "e_above_lowest_kj_mol": 28.4, "smiles": "C=C[Si@](Cl)(c1ccccc1)C1C=CC=C1", "e_homo_ev": -8.6}

{"formula": "C14H38AsCl2F6N3O11", "method": "ωB97M-V/def2-TZVPD", "elements": ["N", "H", "H", "H", "H", "As", "F", "F", "F", "F", "F", "F", "Cl", "O", "O", "O", "O", "Cl", "O", "O", "O", "O", "C", "C", "C", "C", "C", "C", "N", "O", "C", "C", "C", "H", "H", "H", "H", "H", "H", "H", "H", "H", "H", "H", "H", "H", "H", "H", "H", "H", "H", "H", "C", "O", "H", "H", "H", "H", "C", "C", "C", "O", "C", "N", "H", "H", "H", "H", "H", "H", "H", "H", "H", "H", "H"], "coordinates": [[-25.589544, 23.553085, -19.913876], [-25.035117, 22.844424, -19.429638], [-25.022924, 24.289820, -20.342868], [-26.103429, 23.934268, -19.105404], [-26.250180, 23.249184, -20.649996], [-22.866927, 25.988412, -17.597982], [-22.717798, 27.248475, -18.759800], [-24.572901, 26.195688, -17.326312], [-22.912036, 24.675233, -16.423681], [-21.133104, 25.765810, -17.844679], [-22.543558, 27.079129, -16.256105], [-23.271308, 24.810596, -18.831428], [-23.290938, 22.252673, -23.466242], [-23.279445, 22.309290, -22.013775], [-24.139692, 23.277672, -24.035420], [-21.960466, 22.460679, -23.972150], [-23.771482, 20.930975, -23.837578], [-25.565282, 27.122758, -21.107406], [-25.328103, 28.537680, -20.908615], [-26.461455, 26.919920, -22.207050], [-24.329375, 26.446604, -21.359031], [-26.137759, 26.594221, -19.872320], [-23.798947, 20.760351, -16.761658], [-22.729858, 20.536717, -17.862747], [-21.717559, 19.485472, -17.380807], [-22.250838, 18.068352, -17.537632], [-22.609840, 17.819903, -18.985619], [-23.623135, 18.844351, -19.528147], [-23.220354, 20.201846, -19.201396], [-24.065137, 21.155936, -19.790444], [-23.616694, 18.644597, -21.068032], [-25.044700, 18.523486, -19.066012], [-21.952519, 21.856485, -17.985211], [-24.490976, 19.938875, -16.587252], [-24.336183, 21.692654, -16.942206], [-23.231753, 20.907658, -15.839056], [-20.853910, 19.638339, -18.035069], [-21.396261, 19.716476, -16.366601], [-23.079080, 17.768350, -16.885896], [-21.467264, 17.343588, -17.274108], [-23.037572, 16.822367, -19.097501], [-21.676996, 17.911994, -19.548162], [-24.042132, 17.652888, -21.240861], [-24.193927, 19.424651, -21.560753], [-22.612112, 18.641813, -21.491505], [-25.282838, 17.453676, -19.118667], [-25.305860, 18.834014, -18.056039], [-25.793674, 18.978712, -19.720409], [-21.665696, 22.256490, -17.016499], [-22.584437, 22.616788, -18.447486], [-21.213386, 21.684217, -18.770356], [-23.600367, 21.380883, -20.619138], [-27.939902, 24.660590, -16.720110], [-26.722698, 24.565245, -17.425269], [-28.712177, 25.249696, -17.218225], [-28.377385, 23.709500, -16.397936], [-27.717526, 25.160360, -15.769341], [-26.064442, 25.072280, -16.932839], [-28.625605, 21.285390, -22.217511], [-27.952021, 22.562543, -22.734361], [-28.567404, 23.844735, -22.247773], [-28.230397, 24.073440, -20.887261], [-28.659839, 25.334761, -20.446636], [-26.498835, 22.511099, -22.474661], [-29.635177, 21.224692, -22.632629], [-28.730906, 21.333425, -21.131777], [-28.070105, 20.393420, -22.501887], [-28.095513, 22.565683, -23.825517], [-29.674596, 23.853126, -22.226450], [-28.372970, 24.698159, -22.909726], [-28.273802, 26.169038, -21.041438], [-28.307120, 25.490494, -19.432668], [-29.759395, 25.382401, -20.504902], [-26.154128, 21.617517, -22.814153], [-26.121765, 23.177047, -23.150030]], "forces_ev_per_a": [[-0.503, 0.656, 1.025], [0.431, -0.418, -1.107], [0.341, 0.102, 0.385], [-0.156, 0.742, -0.484], [0.388, -0.615, 0.132], [1.146, -0.261, 0.090], [-0.702, 0.060, 0.300], [-0.155, 0.381, 0.050], [0.167, 0.056, -0.146], [-0.584, -0.451, 0.406], [-0.086, -0.102, -0.431], [0.229, 0.234, 0.152], [0.494, -0.100, -0.705], [-0.067, 0.526, -0.166], [-0.126, -0.384, 0.486], [0.005, -0.291, 0.219], [-0.159, 0.227, -0.091], [0.862, 0.854, 1.818], [-0.192, -0.213, -0.423], [-0.818, -0.155, -0.686], [0.228, -0.396, -0.288], [-0.132, -0.099, -0.578], [0.365, 0.161, -0.009], [-0.406, 0.992, 0.735], [-0.608, -0.133, -0.755], [0.626, -0.813, 0.323], [-0.121, 0.733, 0.396], [-0.251, -0.378, -0.806], [1.487, -0.887, -0.062], [-0.125, -0.406, 0.621], [-0.007, 0.069, 0.545], [-1.053, -0.417, 0.085], [-1.077, -0.044, -1.075], [-0.020, -0.042, -0.143], [-0.191, -0.131, -0.066], [-0.170, 0.077, 0.109], [0.144, -0.409, 0.063], [-0.128, 0.055, 0.074], [-0.142, 0.622, 0.095], [0.076, 0.122, 0.055], [0.114, -0.030, -0.237], [-0.144, -0.133, -0.245], [-0.168, 0.093, -0.275], [-0.105, -0.190, -0.131], [0.071, 0.190, 0.137], [0.321, -0.053, -0.035], [0.300, 0.100, 0.058], [0.213, 0.278, -0.007], [0.586, -0.117, -0.119], [-0.142, 0.023, 0.293], [0.680, 0.190, 0.595], [-0.187, 0.358, -0.068], [0.169, 0.456, 1.297], [-0.593, -0.533, 0.072], [0.156, -0.039, -0.330], [0.239, -0.280, -0.551], [-0.299, 0.163, -0.026], [0.335, 0.114, -0.557], [-0.360, 0.722, 0.285], [0.135, -1.112, -0.796], [-1.158, 0.630, 0.963], [0.755, -0.097, -0.555], [-0.566, 0.605, -0.041], [-0.968, 0.581, -0.457], [0.020, -0.107, -0.004], [0.160, -0.152, 0.034], [0.058, 0.000, 0.002], [-0.224, 0.017, -0.027], [-0.023, -0.705, -0.509], [0.835, 0.037, 0.283], [0.142, -0.347, -0.068], [-0.052, -0.115, 0.031], [-0.103, -0.066, 0.222], [0.136, -0.022, 0.141], [0.654, 0.014, 0.485]], "e_tot_ev": -144306.49140, "spin_multiplicity": 1, "largest_force_ev_per_a": 2.186, "homo_lumo_gap_ev": 7.945, "total_charge": -2, "e_homo_ev": -3.8}